Arrangement a

# C7H12N2

A molecular structure, C7H12N2 (the ωB97M-V functional and the def2-TZVPD basis, the OMol25 dataset).

Output
- HOMO energy (eV) = -6.614
- total charge = 0

Cartesian coordinates (Å):
C  0.5997  -0.3017  -1.0856
C  -0.5528  1.5674  0.4055
C  -0.2308  0.2655  1.2972
C  1.2239  0.6974  1.1366
C  0.8894  1.0906  -0.2987
C  -0.6998  -0.7099  -0.5195
C  -0.9109  -1.0240  0.8815
H  1.5417  -1.7636  0.3898
H  1.1449  -2.2133  -1.5279
H  -0.5781  2.4484  1.0796
H  -1.5117  1.4173  -0.2326
H  -0.5298  0.3443  2.3731
H  1.3542  1.8624  1.5818
H  2.0231  -0.0957  1.7695
H  1.1739  2.1094  -0.7692
H  -1.2338  0.3298  -2.1260
H  -2.7253  -0.4404  -1.0161
H  -1.8958  -0.7726  1.2156
H  -0.4283  -1.9625  1.3562
N  1.5903  -1.3544  -0.8214
N  -1.6256  -0.1849  -1.3208


Arrangement b

# C7H12N2

A molecular structure, C7H12N2 (the ωB97M-V functional and the def2-TZVPD basis, the OMol25 dataset).

Output
- HOMO energy (eV) = -6.705
- total charge = 0

Cartesian coordinates (Å):
C  0.8839  0.3587  0.5798
C  0.2712  -0.5569  1.4123
C  -0.7284  -1.2975  0.4608
C  -1.8466  -0.2302  -0.0023
C  -0.4565  -1.1007  -1.1263
C  -0.2298  1.2048  -0.0847
C  0.9866  1.9286  0.1977
H  1.8029  0.2229  -1.3867
H  2.7136  -0.2523  -0.0953
H  1.0604  -1.3468  1.4472
H  -0.1364  -0.1096  2.4671
H  -1.0921  -2.2586  0.8580
H  -2.4688  -0.5436  -0.9692
H  -2.1367  0.4274  0.5815
H  -1.2937  -1.5303  -1.6401
H  0.4239  -1.3214  -1.5777
H  -0.8484  1.3018  0.7399
H  1.6737  2.2330  -0.4772
H  1.0354  2.7820  0.9064
N  1.7277  -0.4369  -0.4473
N  -0.8728  0.2305  -0.9066


It comes down to arrangement a, which is 0.0260 hartree more stable than the next structure.


Arrangement a

# C4H9O3

2 unconnected molecules or ions with the total composition C4H9O3 (the ωB97M-V functional and the def2-TZVPD basis, the OMol25 dataset).

Output
- HOMO energy (eV) = -3.988
- total charge = -1

Cartesian coordinates (Å):
C  -0.8836  -0.3148  0.8500
C  -1.6889  0.0500  2.1308
O  0.4530  -0.4432  1.1659
H  -1.1879  -1.3410  0.4504
H  -0.9564  0.3697  0.0114
H  -1.4263  1.1788  2.2444
H  0.8020  -0.7889  0.3709
H  -1.2189  -0.4066  2.9814
H  -2.7490  0.0203  2.0491
C  1.4880  0.8796  -1.5663
C  0.9661  -0.5527  -2.0363
O  0.3148  -0.4093  -3.0896
O  1.0052  -1.5394  -1.3375
H  1.7973  0.8259  -0.5148
H  0.7704  1.5864  -1.6510
H  2.5143  0.8851  -2.0589


Arrangement b

# C4H9O3

2 unconnected molecules or ions with the total composition C4H9O3 (the ωB97M-V functional and the def2-TZVPD basis, the OMol25 dataset).

Output
- HOMO energy (eV) = -4.193
- total charge = -1

Cartesian coordinates (Å):
O  -1.2343  1.8491  1.7783
C  -0.1928  1.2303  1.4818
O  0.5633  0.5816  2.2606
C  0.2432  1.3159  0.0068
C  -0.5253  0.3883  -0.9564
C  0.2767  -0.7456  -1.5991
H  1.3105  1.1396  -0.1081
H  0.0911  2.3479  -0.3116
H  -1.0471  0.9929  -1.7098
H  -1.3587  -0.0671  -0.4210
H  -0.3461  -1.6373  -1.6999
H  0.6681  -0.5005  -2.5887
H  1.0339  -1.1350  -0.9203
H  -0.1498  -1.2929  1.2681
H  0.5590  -2.2417  2.1890
O  0.1083  -2.2255  1.3302


Arrangement c

# C4H9O3

2 unconnected molecules or ions with the total composition C4H9O3 (the ωB97M-V functional and the def2-TZVPD basis, the OMol25 dataset).

Output
- HOMO energy (eV) = -4.689
- total charge = -1

Cartesian coordinates (Å):
C  0.8068  -0.1878  -1.3332
C  2.1080  0.1776  -0.6034
O  -0.0450  0.9054  -1.7925
H  0.8986  -0.7016  -2.3625
H  0.1227  -0.7670  -0.6672
H  1.9937  0.2418  0.4702
H  -0.5325  1.2649  -0.8898
H  2.4481  1.1616  -0.9836
H  2.8127  -0.5838  -0.7953
C  -1.9814  -0.6518  1.3393
C  -0.8692  0.3962  1.3054
O  -1.1061  1.3236  0.4711
O  0.1319  0.1570  2.0792
H  -2.8444  -0.4221  2.0135
H  -1.5661  -1.6846  1.4688
H  -2.3777  -0.6295  0.2801


It comes down to arrangement b, which is 0.0250 hartree more stable than the next structure.


Arrangement a

# C2H4ClOP

A molecular structure, C2H4ClOP (the ωB97M-V functional and the def2-TZVPD basis, the OMol25 dataset).

Output
- HOMO energy (eV) = -9.543
- total charge = 0

Cartesian coordinates (Å):
C  -1.2996  -0.5165  -0.7272
C  0.6686  0.7669  0.6448
O  0.9625  -2.0058  0.1921
P  0.1406  -0.8206  -0.0011
Cl  2.1937  1.0629  -0.2399
H  -1.8236  -1.2954  -1.2446
H  -1.6828  0.4792  -0.7302
H  0.8877  0.7847  1.7158
H  -0.0471  1.5446  0.3903


Arrangement b

# C2H4ClOP

2 unconnected molecules or ions with the total composition C2H4ClOP (the ωB97M-V functional and the def2-TZVPD basis, the OMol25 dataset).

Output
- HOMO energy (eV) = -10.003
- total charge = 0
- SMILES = O=PCl.C=C

Cartesian coordinates (Å):
O  -1.7550  -0.6681  -3.4678
P  -1.0683  -1.2174  -4.6149
Cl  0.8906  -1.4523  -4.0570
C  -0.2560  0.6173  0.1988
C  0.3093  -0.5614  0.0483
H  -0.8798  0.8612  1.0430
H  -0.1188  1.3982  -0.5300
H  0.9292  -0.7772  -0.8071
H  0.1850  -1.3639  0.7572


It comes down to arrangement b, which is 0.0285 hartree more stable than the next structure.


Arrangement a

# C4H5Cl

C4H5Cl in the gas phase (the ωB97M-V functional and the def2-TZVPD basis, the OMol25 dataset).

Output
- HOMO energy (eV) = -9.430
- total charge = 0
- SMILES = C#C[C@H](C)Cl

Cartesian coordinates (Å):
C  -1.1910  -1.4355  -0.2353
C  -0.2226  -0.8778  0.2395
C  0.8579  -0.0565  0.5547
C  -0.0058  1.0899  -0.3053
Cl  2.2870  -0.7276  -0.1933
H  -1.8170  -2.3807  -0.3904
H  0.7644  0.0025  1.6475
H  -0.9508  1.5449  0.2520
H  0.6169  2.1345  -0.3287
H  -0.3389  0.7065  -1.2408


Arrangement b

# C4H5Cl

C4H5Cl in the gas phase (the ωB97M-V functional and the def2-TZVPD basis, the OMol25 dataset).

Output
- HOMO energy (eV) = -8.508
- total charge = 0

Cartesian coordinates (Å):
C  -0.5508  -0.3515  0.4067
C  0.8125  -0.6789  0.6725
C  -1.6375  -0.3372  -0.4458
C  1.6839  0.3304  -0.0324
Cl  -3.2903  0.0510  0.2075
H  -0.7648  -0.1205  1.4166
H  -1.6976  -0.5528  -1.5196
H  1.6371  1.3584  0.4229
H  1.1268  0.4128  -0.9404
H  2.6807  -0.1117  -0.1880


It comes down to arrangement a, which is 0.0287 hartree more stable than the next structure.


Arrangement a

# C2HClO4

C2HClO4 in the gas phase (the ωB97M-V functional and the def2-TZVPD basis, the OMol25 dataset).

Output
- HOMO energy (spin up / spin down) (eV) = -10.717 / -7.956
- total charge = 0

Cartesian coordinates (Å):
C  2.0122  -1.1943  -0.0815
C  0.4429  -1.2870  -0.3887
O  2.2840  -0.8074  1.0360
O  2.8179  -1.4832  -1.0699
O  2.3315  -2.0863  -2.1156
O  -0.3363  -1.6973  0.5292
Cl  -0.2882  -0.3874  -1.6851
H  -1.2410  -1.3661  0.2889


Arrangement b

# C2HClO4

2 unconnected molecules or ions with the total composition C2HClO4 (the ωB97M-V functional and the def2-TZVPD basis, the OMol25 dataset).

Output
- HOMO energy (eV) = -11.210
- total charge = 0
- SMILES = O=C(O)Cl.O=C=O

Cartesian coordinates (Å):
O  0.0465  1.4285  -1.3447
C  0.5085  0.9020  -0.4094
O  1.2303  -0.1806  -0.4000
Cl  0.3248  1.7901  1.1284
H  2.0476  -0.0133  0.1636
O  -0.8484  -2.3021  0.2646
C  -1.3870  -1.3194  0.2429
O  -1.9223  -0.3051  0.3547


It comes down to arrangement b, which is 0.2542 hartree more stable than the next structure.


Arrangement a

# C5H8O3

A molecular structure, C5H8O3 (the ωB97M-V functional and the def2-TZVPD basis, the OMol25 dataset).

Output
- HOMO energy (eV) = -9.003
- total charge = 0

Cartesian coordinates (Å):
C  -0.0134  0.0610  -1.9371
C  -0.3797  0.6775  2.2139
C  -0.6558  -1.1511  -1.7689
C  1.2232  0.8182  0.1029
C  0.2299  -0.1095  1.0836
O  1.7485  0.0353  1.0179
O  1.6207  1.8005  -0.4406
O  -0.2482  -1.2524  0.8004
H  -0.5348  1.0034  -1.8551
H  1.0025  0.1104  -2.2962
H  -1.4408  0.8178  2.0116
H  0.0991  1.6450  2.3435
H  -0.2785  0.0953  3.1319
H  -0.4354  -1.3523  -0.4369
H  -0.1951  -2.0384  -2.1922
H  -1.7421  -1.1607  -1.7786


Arrangement b

# C5H8O3

2 unconnected molecules or ions with the total composition C5H8O3 (the ωB97M-V functional and the def2-TZVPD basis, the OMol25 dataset).

Output
- HOMO energy (eV) = -8.972
- total charge = 0
- SMILES = COC(C)=O.C=C=O

Cartesian coordinates (Å):
C  0.4564  -1.7480  1.0576
O  0.5295  -0.3564  0.7498
C  -0.7393  0.3372  0.5709
C  -0.5417  1.8022  0.8437
O  -1.8095  -0.2353  0.6897
H  1.1501  -2.2760  0.3969
H  0.7754  -1.9071  2.0912
H  -0.5432  -2.1695  0.9172
H  -0.9995  2.3810  0.0396
H  0.5168  2.0647  0.8988
H  -1.0240  2.0581  1.7901
C  0.8983  -0.2553  -1.8879
C  -0.2624  0.3724  -2.0346
O  -1.1415  0.9715  -2.5442
H  1.7834  0.2913  -1.5921
H  0.9512  -1.3308  -1.9867


Arrangement c

# C5H8O3

C5H8O3 in the gas phase (the ωB97M-V functional and the def2-TZVPD basis, the OMol25 dataset).

Output
- HOMO energy (eV) = -8.818
- total charge = 0
- SMILES = CC1(O)[C@H]2OCO[C@@H]21

Cartesian coordinates (Å):
C  1.7978  -0.8785  0.4585
C  1.0312  0.0880  -0.1427
O  1.6602  1.3246  -0.6069
C  -0.2896  -0.4153  -0.7955
O  -1.7092  -0.9180  -0.6180
C  -2.3325  0.2527  -0.0462
O  -1.2989  1.2648  0.4562
C  -0.2582  0.4284  0.4788
H  2.3698  -0.7322  1.4587
H  2.2371  -1.0501  -0.4445
H  1.2265  -1.6862  0.7927
H  2.6120  1.2713  -0.9851
H  -0.3209  0.2278  -1.6185
H  -3.0259  0.0046  0.6793
H  -3.1766  1.0042  -0.3926
H  -0.5228  -0.1862  1.3257


It comes down to arrangement b, which is 0.0654 hartree more stable than the next structure.